8
Properties=species:S:1:pos:R:3:forces:R:3:nbo_charge:R:1 method="wB97M-V/def2-TZVPD" smiles="O=C(C=S)C=S" multiplicity=1 lumo_energy_ev=-1.675 e_above_lowest_kj_mol=171.33
S 1.74335 -1.56677 0.14624 -0.2789 0.1886 -0.1578 0.169
H 0.68363 -0.93147 -1.87366 -0.0128 -0.0082 -0.1039 0.220
C -0.43627 0.84275 0.92313 -0.6615 0.0523 0.5351 -0.383
H -1.41333 0.87508 1.46956 0.8544 0.0599 -0.4054 0.226
C 0.67765 -0.82010 -0.79392 0.0296 0.0076 0.3448 -0.375
S 0.82487 1.74977 1.32184 -0.2816 -0.2019 -0.1254 0.177
C -0.51868 -0.03573 -0.29449 0.2765 -0.0993 -0.1685 0.436
O -1.56122 -0.11353 -0.89870 0.0743 0.0010 0.0812 -0.470

7
Properties=species:S:1:pos:R:3:forces:R:3:nbo_charge:R:1 method="wB97M-V/def2-TZVPD" multiplicity=3 lumo_energy_ev="-0.431 / -2.528" e_above_lowest_kj_mol=0.00
S 0.12275 2.18484 0.04841 -2.0212 3.3796 -0.0624 0.388
C -1.17445 -0.72460 0.01908 1.3673 -0.3286 -0.2604 -0.117
C 0.14082 -0.60807 -0.03469 2.4688 1.9305 -0.4574 -0.401
H 0.80690 -1.48851 -0.36901 -1.3183 1.4901 0.7705 0.275
C 0.89065 0.80909 0.08422 -2.0513 -6.2500 -0.4547 -0.591
H 1.90313 0.79858 0.24196 2.3854 -0.2609 0.3316 0.238
S -2.68980 -0.97133 0.01004 -0.8307 0.0391 0.1327 0.207

48
Properties=species:S:1:pos:R:3:forces:R:3:nbo_charge:R:1 method="wB97M-V/def2-TZVPD" multiplicity=1 lumo_energy_ev=-2.313 e_above_lowest_kj_mol=76.71 charge=+1
O 2.27673 0.03180 -3.58013 0.4307 -0.2097 0.1103 -0.959
O -4.47029 1.38333 0.12759 0.2447 -0.1742 -0.2281 -0.969
O 2.15107 0.78528 0.36343 -0.9981 0.5594 -1.0087 -1.006
O 3.63904 -0.27135 2.09704 0.3027 -0.3192 0.3762 -0.967
O 0.73517 2.19307 2.35921 0.0713 0.3907 0.0618 -0.963
H -0.59554 -3.32775 1.34658 -0.0819 -0.2972 -0.2833 0.497
H 0.55332 0.47063 -2.04366 0.1497 -0.4419 -0.3677 0.453
H 2.70121 0.00818 0.52375 0.2189 0.1338 0.6613 0.523
H 3.31739 -1.16953 2.26437 0.0970 0.0491 -0.1558 0.502
H 1.70713 0.99554 1.20725 0.3007 0.0870 -0.1080 0.523
H -0.17042 3.25812 -0.64900 -0.3773 0.8939 -0.4803 0.500
H -1.90993 2.80175 1.22181 -0.3097 -0.1851 -0.2916 0.502
C -1.14162 -0.96898 0.31228 -1.5502 0.3080 -0.5237 0.678
H -1.14577 4.58228 -0.61122 0.2858 0.0625 -0.5211 0.492
H 2.59618 -0.29131 -4.43206 -0.2960 0.0502 -0.0638 0.488
H 1.20449 -4.08033 -1.86257 0.6037 0.3869 -0.1711 0.480
H -0.14902 -4.31628 2.45178 0.0645 -0.1398 0.1741 0.489
C -1.09987 -0.00689 -0.89942 0.6884 -0.9578 0.3613 -0.133
O 1.09442 2.83623 -1.71734 -0.1684 -0.9716 0.2387 -0.978
H -2.23851 0.17228 -2.84266 0.9367 0.4124 0.1985 0.235
O 1.88994 -2.09172 0.85488 -0.2612 -0.3851 -0.4517 -1.020
O 0.74152 -3.40366 -1.35031 0.1745 -0.8780 -0.8167 -0.968
H 1.23133 3.74954 -1.98256 0.5779 -0.0418 0.1722 0.502
H -2.96152 1.64270 1.00027 0.1579 0.7216 0.0429 0.495
H 3.09272 0.05884 -3.06285 -0.1376 0.1479 0.0533 0.475
H 4.59570 -0.33127 2.02561 0.0714 -0.0762 0.1610 0.483
H 0.93947 0.02789 -0.53047 0.1451 0.0506 -0.2599 0.470
H -0.79003 -1.16730 2.26544 -0.2744 -0.1890 -0.0062 0.401
H 1.97899 -2.32256 -0.08197 0.2162 0.0519 0.1852 0.478
N -1.07202 -0.50831 1.55678 0.5113 0.1353 0.7960 -0.807
O -0.86069 3.77781 -0.18604 -0.3025 -0.7752 1.3371 -1.022
H 1.73121 2.52345 -1.04536 0.1198 0.5449 -0.3787 0.518
H 0.33935 3.04549 2.12460 -0.1437 -0.2542 -0.1815 0.493
O 0.10831 -3.95576 1.60131 -0.3732 0.1728 0.0120 -0.974
H 0.63220 -1.16893 -1.63437 -0.8479 -0.3120 -0.2594 0.462
O -2.34575 2.04314 1.64186 0.3394 -0.3682 0.2704 -1.001
H -1.29813 0.42793 1.90909 0.1796 0.1850 -0.8372 0.466
O -1.25878 -2.14960 0.01150 0.4940 -0.4258 0.5656 -0.672
H -3.09472 -0.34753 -1.51436 0.1500 -0.1746 0.3644 0.243
H -0.03300 -3.93920 -1.14677 -0.5541 0.5997 0.6141 0.500
H -1.15118 1.04690 -0.62873 -0.1004 -0.0430 0.0600 0.240
H 1.40531 2.45098 3.00130 0.1127 -0.1992 0.1458 0.487
H -4.94815 1.41291 -0.70589 -0.1943 -0.0043 0.1676 0.496
C -2.08703 -0.42517 -1.93736 -1.9767 -0.0377 -0.8292 -0.653
N 0.31481 -0.24148 -1.34600 0.7815 1.6540 0.3216 -0.735
H -5.09114 1.23380 0.84335 -0.3377 0.0148 -0.0794 0.496
H 1.27747 -2.82512 1.10323 0.4085 0.2854 0.4661 0.508
H -2.01565 -1.45271 -2.29196 0.4508 -0.0370 0.3859 0.247

50
Properties=species:S:1:pos:R:3:forces:R:3:nbo_charge:R:1 method="wB97M-V/def2-TZVPD" multiplicity=1 lumo_energy_ev=2.439 e_above_lowest_kj_mol=199.56 charge=-1
C -1.27329 0.84889 0.63474 0.9592 0.1362 -0.7720 0.094
H -2.02305 2.66773 -4.06303 -0.4984 -0.1360 0.0085 0.457
O -0.45096 -4.21420 3.13189 0.2892 0.5177 -0.4069 -0.992
O -4.41529 -0.94373 -2.76448 0.6974 -0.2326 0.9150 -0.928
C -0.67235 -2.24832 -1.47616 -0.4641 -1.5210 -0.0343 -0.088
O 1.58719 -1.34588 2.19760 -0.3024 0.6492 -0.3166 -0.996
H -2.15567 1.28141 0.16526 -0.5390 -0.2089 0.2033 0.140
C -0.92912 -0.79506 -1.17642 0.4582 0.3136 1.5468 -0.266
O 0.69761 -2.63972 -1.48576 0.0692 0.8974 -0.6001 -0.732
O 1.34858 1.30654 1.99470 0.0765 1.0689 0.7718 -1.087
H -0.03758 -4.21571 2.23287 -0.1930 -0.1601 0.6332 0.502
H 3.48290 0.62461 -1.60022 -0.4031 -1.0314 -0.2146 0.477
O -0.63726 3.11610 4.47544 -0.5645 0.4928 -0.1946 -0.953
H 1.63989 2.13270 2.41085 0.2050 -0.5686 0.0007 0.466
H -1.82075 -0.84353 3.12520 0.0196 0.1462 -0.1654 0.466
H 2.53243 -1.19938 2.13482 0.4401 -0.4182 -0.0063 0.468
N -1.15856 -0.56066 0.26458 0.0039 0.0151 0.0727 -0.655
H -1.33260 0.83058 1.72574 -0.3460 0.2757 0.1463 0.140
H 2.46716 0.87706 0.66581 0.3735 -0.3007 0.2112 0.507
H 1.13693 2.94557 -2.35847 0.3765 -0.4738 -0.9216 0.494
H 1.68651 -4.41680 0.33799 -0.1928 -0.1273 -0.0559 0.477
H 1.09098 -3.09282 0.72868 -0.1648 0.0499 -0.0320 0.506
H 0.14384 4.10821 -1.04615 0.1941 0.5406 0.4218 0.472
H 1.15897 2.32282 -3.75704 -0.4972 -0.0041 -0.2810 0.491
H -1.81632 -0.39797 -1.67691 0.3380 0.0253 -0.3804 0.167
H -4.20117 -0.03398 -2.93904 -0.2226 0.7952 -0.6287 0.459
O 3.03065 0.28258 -2.39493 0.5878 0.3929 -0.3407 -1.000
H 1.18669 -1.94996 -1.94737 0.2597 0.1004 -0.1409 0.479
O 0.87553 -4.03752 0.69210 0.3107 -0.0923 0.4462 -0.962
H -1.87629 -2.35188 3.26726 -0.0220 0.0555 0.1497 0.487
O 3.29342 0.91592 0.13127 -0.2245 0.4978 0.6260 -0.973
O -2.04530 -1.53011 3.75551 0.0115 -0.3406 -0.0308 -0.958
O -0.19164 1.67479 0.24509 -0.6982 -0.3791 -0.0290 -0.911
H -0.00162 -0.26005 -1.41213 -0.3132 0.3566 -0.7944 0.211
H -0.40551 2.62410 -0.86713 0.1173 0.6142 0.4593 0.521
H 1.31743 -0.39474 2.10226 -0.0947 -0.5724 0.4540 0.504
H -0.33866 -0.90619 0.75919 -0.0863 -0.2016 -0.0249 0.355
H 0.61414 1.63536 1.24223 -0.0584 -0.4300 -0.6009 0.495
H 3.11868 1.76572 -0.28170 0.2668 0.3417 -0.1347 0.456
H 0.02308 2.59517 4.00754 -0.2615 -0.1041 -0.2637 0.480
H -3.80073 -1.06260 -2.01457 -0.4963 -0.5899 -0.2519 0.470
H -1.20504 -2.56291 -2.37775 0.3867 0.2904 -0.6064 0.156
H -1.30491 3.41730 3.82511 0.8098 -0.4880 0.3993 0.473
H -1.07688 -2.96660 -0.76646 -0.3971 0.4799 0.6389 0.196
O -1.12939 2.93780 -3.89162 0.4191 -0.1211 -0.8348 -0.994
O 1.75040 2.63294 -3.07371 0.0296 0.6675 0.8643 -0.992
H -1.04441 3.15454 -2.95105 0.0179 0.2496 0.3241 0.502
H -0.01625 -3.45876 3.56024 -0.1057 -0.2896 -0.0901 0.472
H 2.79310 1.12308 -2.82279 -0.3659 -0.2713 -0.0908 0.484
O -0.45412 3.49411 -1.45196 -0.2058 -0.9075 -0.0488 -1.036

52
Properties=species:S:1:pos:R:3:forces:R:3:nbo_charge:R:1 method="wB97M-V/def2-TZVPD" multiplicity=1 lumo_energy_ev=2.497 e_above_lowest_kj_mol=0.00 charge=-1
H 2.65261 1.96555 0.55104 0.2093 -0.1490 -0.0350 0.211
O 0.62536 1.83534 -4.44563 0.3519 2.5701 0.2874 -0.947
O 3.16476 -1.78529 1.45791 0.8511 0.5615 2.5674 -0.990
C 2.13745 1.63778 -0.35275 -0.5769 -1.2891 0.6628 -0.626
H 0.83997 -2.97919 0.47301 0.1532 0.0683 -0.3352 0.510
O -1.95129 -2.56455 -0.89614 0.6746 0.3926 -0.6110 -0.994
H -2.53495 2.39707 -2.54410 0.1082 -0.0645 -0.0324 0.518
O -1.98765 0.68365 3.29024 0.1050 -1.7223 1.0710 -0.977
O 1.48087 -2.90056 -0.28528 -0.6922 -0.6835 0.0410 -1.054
H 3.69781 -1.27362 0.87429 0.5696 0.4928 -0.9493 0.500
O -3.25530 1.52820 0.54530 -1.1565 0.1309 0.2214 -0.998
C 0.66868 1.33159 0.01947 -0.2612 0.3691 0.3181 -0.055
H -1.52718 -1.92238 -1.55565 -0.0566 -0.9178 1.0800 0.513
N 0.61234 0.24706 1.02876 -0.7382 -0.8600 -0.6603 -0.912
H 2.18599 2.43448 -1.06204 0.0405 0.5830 -0.6439 0.191
H -0.15843 1.96482 -1.88819 -0.2331 -1.0450 0.7532 0.166
H 0.40795 -2.50574 2.50221 -0.5498 0.0494 -0.3298 0.518
H -1.24236 0.85255 -0.93785 0.2330 0.4355 0.1198 0.199
H 1.19866 -0.82793 3.71853 -0.4963 1.2332 0.3633 0.504
C -0.20224 1.04011 -1.22378 0.5420 0.4352 -0.3193 -0.521
H 0.75685 0.91329 -4.49414 0.3165 -2.0374 0.2772 0.501
H 1.07392 2.10490 -3.61756 -0.3197 -0.4683 -0.6368 0.487
H -1.02609 1.74427 -4.09830 -0.7532 -0.1999 0.1200 0.505
H 0.23761 2.26696 0.52371 0.4293 -1.0161 -0.6245 0.167
H 1.34664 -0.48485 0.86871 -1.0523 0.9112 -0.0639 0.393
H 2.21448 -1.65064 2.93674 0.8116 0.1225 -0.5311 0.498
H 2.61420 0.71966 -0.77486 -0.3214 0.8424 0.4199 0.220
H -0.95449 -2.27668 1.75843 -1.1112 1.0446 0.1068 0.488
H -0.35033 -0.22786 0.96422 1.9854 0.8064 0.2143 0.391
H -1.83373 0.59135 -3.47440 0.0273 0.9204 -0.4091 0.497
O 3.62036 -1.53913 -1.19839 2.9999 -1.2964 1.6371 -0.984
H -2.22814 1.33050 2.65240 -0.3924 0.6830 -1.1207 0.487
H 3.01745 -2.22497 -0.92595 -0.7479 -0.2690 -0.2084 0.496
H 0.91023 0.87078 2.80308 -0.8817 -0.2499 1.2682 0.502
O 0.64414 0.81964 3.78256 0.4912 0.3704 -0.8882 -1.036
O -0.20903 -2.84605 1.77566 1.4932 -1.0788 0.4908 -1.020
H -1.21042 -2.99377 -0.41875 -0.3874 0.3453 -0.6136 0.487
H -3.00923 1.99962 -0.27632 0.2123 0.1852 -0.3080 0.517
O 1.46935 -1.72359 3.52783 -0.3567 -1.6573 0.4823 -1.003
H -2.38892 -1.56228 0.42704 -0.1008 -0.1136 -0.3693 0.507
H 2.62856 -2.33806 0.92795 -0.9488 -0.9225 -1.3004 0.489
H 1.01459 -2.33096 -0.92868 0.0668 0.3523 0.0613 0.507
H -0.34216 0.79719 3.75680 0.5674 0.1045 -0.1955 0.500
O -2.78743 2.87873 -1.71664 0.6611 1.2367 0.0891 -0.998
H 3.21342 -0.95552 -1.76621 -1.9019 1.6793 -1.9813 0.478
H -2.11330 3.59669 -1.62723 -0.8815 -0.9807 -0.1047 0.475
O -1.96542 1.49432 -3.86808 0.4180 -0.8334 0.2667 -1.006
O -2.45425 -0.95217 1.18353 0.1161 -0.3202 0.4564 -1.054
H -2.02489 -0.20016 2.83964 -0.1675 1.1715 0.1527 0.512
S 0.29906 -0.45206 -2.16901 -0.0793 0.0004 -0.3317 -0.741
H -2.74172 -0.09477 0.83013 -0.0974 0.1757 -0.0961 0.505
H -4.23433 1.56668 0.52677 0.8274 -0.0981 0.1715 0.478